# C6H13N2OS

An isolated ion of composition C6H13N2OS and charge +1 in a non-equilibrium geometry (ωB97M-V/def2-TZVPD, the OMol25 dataset).

M (u): 161.3
Expectation value of S²: 2.007
Frontier orbital gap (spin up / spin down) (eV): 5.2 / 7.3
Total charge: +1
Multiplicity: 3

Last column: Löwdin charge in e.
Element x y z (Å)
C: -2.38724 -0.70462 1.41148  -0.186
C: -3.21075 -0.95635 0.19602  -0.372
C: -1.19249 0.64635 0.07828  -0.659
C: 2.70413 -0.33283 -0.47823  -0.076
C: 1.47248 0.21671 0.24439  -0.202
C: 0.21522 -0.12301 -0.54145  -0.337
N: -1.43534 0.11722 1.35493  0.047
N: -0.97733 2.12228 0.20992  0.209
O: -0.15296 -1.45850 -0.50675  -0.008
S: -2.63599 0.27056 -1.01510  1.025
H: -2.60134 -1.21619 2.33276  0.125
H: -3.01708 -1.95779 -0.19200  0.106
H: -4.27683 -0.84290 0.38410  0.095
H: 2.71007 -0.02230 -1.52163  0.085
H: 2.74332 -1.41940 -0.43948  0.080
H: 3.60704 0.05077 -0.00789  0.086
H: 1.58444 1.29936 0.33275  0.107
H: 1.39648 -0.21587 1.24364  0.126
H: 0.28038 0.25048 -1.57650  0.138
H: -0.33705 2.49753 -0.50352  0.168
H: -0.58714 2.27969 1.15198  0.176
H: -1.88815 2.60091 0.13361  0.150
H: 0.58064 -2.00060 -0.82074  0.118

***

# C6H13N2S

A 2-piece molecular cluster, C6H13N2S overall in a non-equilibrium geometry (ωB97M-V/def2-TZVPD, the OMol25 dataset).

M (u): 145.3
Frontier orbital gap (eV): 8.5
Total charge: +1
Multiplicity: 1

Last column: Löwdin charge in e.
Element x y z (Å)
C: -2.22029 -0.55265 -0.05932  -0.124
C: 0.19943 -1.30171 -1.56066  0.019
C: 1.40772 -0.27547 0.31932  -0.070
C: 0.13433 -2.09748 0.91278  0.015
C: 0.81139 4.59972 0.51281  -0.468
C: -1.06248 0.00116 0.14439  -0.075
N: -3.30340 -1.10285 -0.14889  0.263
N: 0.15206 -0.89378 -0.06938  -0.310
S: 0.21417 3.11789 0.19744  0.700
H: -0.73815 -1.72866 -1.96116  0.104
H: 0.38379 -0.41878 -2.19136  0.111
H: 1.00331 -2.04308 -1.83434  0.126
H: 1.66994 0.55889 -0.37358  0.102
H: 1.15206 0.23324 1.21112  0.085
H: 2.24220 -0.88995 0.61161  0.108
H: -0.29314 -3.04110 0.50658  0.117
H: 1.18249 -2.51338 0.84383  0.108
H: -0.07906 -1.94497 1.95214  0.109
H: -4.03904 -1.16684 -0.78342  0.082
H: 0.25584 5.46246 0.82386  0.014
H: 1.77020 4.95840 0.54734  -0.018
H: -0.84336 1.03894 0.39890  0.001

***

# C6H13N3

One molecule with the formula C6H13N3 in a non-equilibrium geometry (ωB97M-V/def2-TZVPD, the OMol25 dataset).

M (u): 127.2
Frontier orbital gap (eV): 7.6
Multiplicity: 1

Last column: Löwdin charge in e.
Element x y z (Å)
C: -1.10219 -0.88446 -0.89653  -0.420
C: 1.06785 0.81852 0.27440  -0.327
C: -1.84162 0.27494 -0.32726  -0.038
C: -1.59402 -2.29396 -0.48442  -0.020
C: 1.68321 1.93188 1.13437  -0.055
C: 1.30321 -0.53871 0.85056  -0.080
N: -0.03939 -0.85114 -1.59491  0.017
N: 0.34943 0.39640 -1.95944  -0.065
N: 0.73008 1.14505 -1.00387  -0.049
H: -2.77357 -0.03747 -0.11777  0.025
H: -1.97744 0.95134 -1.30030  0.136
H: -1.27698 0.79478 0.44513  0.071
H: -2.57894 -2.46261 -0.79372  0.054
H: -1.54970 -2.21259 0.58935  0.074
H: -0.97497 -2.99633 -0.93538  0.051
H: 1.00850 2.25488 1.92907  0.072
H: 1.80347 2.85360 0.55377  0.073
H: 2.48459 1.60571 1.68095  0.033
H: 2.28283 -0.60133 1.28992  0.063
H: 1.36383 -1.45375 0.25395  0.073
H: 0.70516 -0.88015 1.73751  0.098
H: 0.92668 2.18538 -1.32539  0.212

***

# C6H13N3

One molecule with the formula C6H13N3 in a non-equilibrium geometry (ωB97M-V/def2-TZVPD, the OMol25 dataset).

M (u): 127.2
Frontier orbital gap (spin up / spin down) (eV): 6.0 / 6.8
Multiplicity: 1

Last column: Löwdin charge in e.
Element x y z (Å)
C: 0.95478 -0.23149 0.98553  -0.328
C: 1.39111 0.72472 -0.12440  -0.133
C: 0.30864 0.36567 2.10345  -0.111
C: -0.09153 -1.34973 0.02175  -0.458
C: 0.16898 0.86691 -0.96991  -0.348
N: -1.31491 -1.54281 0.58616  0.110
N: 0.22970 0.53647 -2.27337  0.159
C: -1.01615 1.49382 -0.39086  -0.046
N: 0.46610 -2.06694 -0.87807  0.065
H: 1.69296 -1.00695 1.17086  0.124
H: -1.53031 -0.99994 1.41257  0.065
H: -1.81805 -2.40508 0.44150  0.094
H: -0.64412 0.50906 -2.77954  0.112
H: 0.85159 -0.23699 -2.48980  0.099
H: -0.05489 -2.91375 -1.11650  0.034
H: 1.70426 1.68962 0.29151  0.124
H: 2.21606 0.31969 -0.70979  0.114
H: 0.05822 -0.24809 2.95987  0.028
H: -1.07550 1.18145 0.74559  0.089
H: 0.30913 1.43643 2.25626  0.026
H: -0.88173 2.57432 -0.27958  0.097
H: -1.92436 1.30361 -0.96324  0.084

***

# C6H13N3

One molecule with the formula C6H13N3 in a non-equilibrium geometry (ωB97M-V/def2-TZVPD, the OMol25 dataset).

M (u): 127.2
Frontier orbital gap (eV): 6.6
SMILES: C/C=C(\C)C(N)=C(N)N
Multiplicity: 1

Last column: Löwdin charge in e.
Element x y z (Å)
C: -1.16598 -2.56807 0.13466  -0.119
C: -0.32434 -1.34392 0.32431  -0.135
C: -0.76462 -0.05323 0.19585  -0.245
C: -2.23432 0.26626 0.07494  -0.057
C: 0.23549 0.94971 -0.14338  -0.305
N: -0.14571 2.07792 -0.89143  0.063
C: 1.57729 0.69278 0.03611  -0.437
N: 2.47626 1.11128 -0.94247  0.088
N: 2.19857 0.26393 1.18627  0.090
H: -1.81003 -2.46616 -0.74474  0.072
H: -0.50498 -3.42293 -0.05692  0.069
H: -1.76631 -2.80208 1.01679  0.070
H: 0.66902 -1.59641 0.68235  0.087
H: -2.47523 1.30895 0.30182  0.068
H: -2.84364 -0.34012 0.75387  0.080
H: -2.58021 0.06202 -0.94458  0.090
H: 0.62283 2.74685 -0.91901  0.079
H: -1.00083 2.49493 -0.54539  0.068
H: 1.96480 1.17761 -1.82425  0.090
H: 3.22018 0.42251 -1.01233  0.091
H: 3.08281 0.73547 1.33440  0.092
H: 1.56893 0.28270 1.98313  0.104

***

# C6H13N3

C6H13N3 as an isolated structure in a non-equilibrium geometry (ωB97M-V/def2-TZVPD, the OMol25 dataset).

M (u): 127.2
Frontier orbital gap (eV): 8.8
Total charge: +2
Multiplicity: 1

Last column: Löwdin charge in e.
Element x y z (Å)
C: -1.49417 1.26254 -0.62802  0.067
C: -1.51778 -0.76256 0.57544  0.024
C: 0.80066 0.33576 -0.56404  -0.563
C: -1.89162 -1.81454 1.47165  0.038
C: 1.69163 0.27051 -1.81996  0.025
C: 1.45523 0.78452 0.70660  0.018
N: -0.24226 1.36137 -0.83401  0.208
N: -2.17385 0.32204 0.16757  0.215
N: 0.10589 -0.96258 -0.41984  0.208
H: -2.08977 2.04931 -0.93952  0.163
H: -2.76158 -1.58271 2.07503  0.123
H: -0.96823 -2.24385 1.91929  0.139
H: -2.09610 -2.75979 0.83318  0.191
H: 2.25255 1.15556 -2.18415  0.131
H: 1.14800 -0.23085 -2.64583  0.117
H: 2.34878 -0.51439 -1.66121  0.074
H: 2.28544 0.16719 0.85813  0.095
H: 0.76827 0.54042 1.52972  0.107
H: 1.78344 1.78234 0.71772  0.100
H: 0.14513 2.23800 -1.24687  0.227
H: -3.10801 0.46581 0.33636  0.163
H: 0.78456 -1.48263 0.16191  0.130

***

# C6H13N3O

C6H13N3O as an isolated structure in a non-equilibrium geometry (ωB97M-V/def2-TZVPD, the OMol25 dataset).

M (u): 143.2
Frontier orbital gap (eV): 8.3
Multiplicity: 1

Last column: Löwdin charge in e.
Element x y z (Å)
C: 0.79239 -0.90245 -2.28317  -0.139
C: 1.60095 1.16646 0.45262  -0.061
C: -1.83275 -0.91400 0.09211  -0.091
N: 0.12722 0.27767 -1.77984  -0.225
C: -0.46017 0.00389 2.49904  -0.368
C: 0.38870 0.42561 0.08657  -0.138
C: -0.63060 -0.18469 0.53801  -0.116
N: 0.56013 1.38531 -2.47579  -0.028
N: -1.34953 -0.77161 3.17827  0.129
O: 0.30322 0.73674 3.10361  0.013
H: 0.00570 2.19713 -2.23360  0.082
H: 1.56044 1.58496 -2.38773  0.072
H: -1.89183 -1.47843 2.71807  0.077
H: -1.38469 -0.71280 4.18936  0.108
H: 0.45590 -1.76797 -1.71878  0.071
H: 0.57306 -1.04905 -3.34673  0.078
H: 1.88695 -0.80914 -2.18864  0.071
H: 1.68114 1.24024 1.53730  0.065
H: 2.49219 0.67532 0.05551  0.085
H: 1.56903 2.18198 0.04897  0.080
H: -1.75001 -1.98858 0.27142  0.082
H: -2.71396 -0.54320 0.61852  0.079
H: -1.98348 -0.75337 -0.97511  0.074

***

# C6H13N3O

A 2-piece molecular cluster, C6H13N3O overall in a non-equilibrium geometry (ωB97M-V/def2-TZVPD, the OMol25 dataset).

M (u): 143.2
Expectation value of S²: 2.007
Frontier orbital gap (spin up / spin down) (eV): 6.6 / 8.0
Multiplicity: 3

Last column: Löwdin charge in e.
Element x y z (Å)
C: 2.08457 -0.93589 -0.01323  -0.513
C: -1.03574 -1.43649 -0.68781  -0.061
C: -2.07732 0.74797 -0.37004  -0.032
C: -0.99494 -0.59232 1.67501  -0.019
C: 0.36294 0.47136 -0.24142  -0.263
C: -0.92903 -0.18034 0.17643  -0.539
N: 1.88808 2.09485 0.00639  0.128
N: 1.01567 1.21711 0.56733  -0.009
N: 2.74338 -0.60077 -0.96560  0.190
O: 1.89065 -1.55385 0.94997  0.138
H: -2.01074 -1.90180 -0.38453  0.107
H: -0.99540 -1.26413 -1.83311  0.125
H: -0.27831 -2.04394 -0.54522  0.007
H: -2.02546 1.65565 0.11594  0.047
H: -1.74864 1.06566 -1.29213  0.043
H: -3.12734 0.34884 -0.31142  0.112
H: -1.67358 -1.31127 1.75556  0.016
H: 0.07811 -1.01765 2.00599  0.119
H: -1.16165 0.31417 2.27078  0.082
H: 0.33768 0.46427 -1.29554  0.105
H: 2.31391 2.59084 0.74907  0.100
H: 2.56228 1.79774 -0.64583  0.063
H: 2.78088 0.06997 -1.68657  0.054

***

# C6H13N3O3

A 2-piece molecular cluster, C6H13N3O3 overall in a non-equilibrium geometry (ωB97M-V/def2-TZVPD, the OMol25 dataset).

M (u): 175.2
Frontier orbital gap (spin up / spin down) (eV): 6.1 / 6.1
Multiplicity: 1

Last column: Löwdin charge in e.
Element x y z (Å)
C: -0.24053 0.52204 -1.11778  -0.589
C: 1.75944 1.05934 0.90867  -0.081
C: -0.00677 -0.66326 1.45152  -0.052
C: 2.32649 -1.38015 0.85245  -0.084
C: 0.93622 -0.28753 -0.82110  -0.132
C: 1.25904 -0.36833 0.66516  -0.647
N: -3.68940 0.50533 -1.07080  0.084
N: -0.15912 1.76331 -1.48618  0.129
N: -3.27919 -0.52643 -1.42614  -0.133
O: -1.26510 -0.24072 -1.05316  0.025
O: -3.47531 -1.61092 -1.86366  0.183
O: -5.06298 0.89279 -1.23711  0.040
H: 1.01215 1.92509 0.61863  0.106
H: 2.66201 1.11355 0.30069  0.072
H: 1.93666 1.31773 2.07875  0.129
H: -0.52710 0.31279 1.83205  0.118
H: -0.77169 -1.27398 1.15727  0.031
H: 0.36552 -1.04365 2.52454  0.123
H: 2.04624 -2.41846 0.68025  0.079
H: 2.74104 -1.35533 1.88296  0.088
H: 3.23952 -1.25299 0.07391  0.137
H: 1.69788 0.29548 -1.34223  0.121
H: 0.93491 -1.27366 -1.29865  0.140
H: 0.72712 2.19184 -1.37660  0.013
H: -5.16706 1.79611 -0.93345  0.101

***

# C6H13N5S

An isolated ion of composition C6H13N5S and charge +2 in a non-equilibrium geometry (ωB97M-V/def2-TZVPD, the OMol25 dataset).

M (u): 187.3
Frontier orbital gap (eV): 7.1
Total charge: +2
Multiplicity: 1

Last column: Löwdin charge in e.
Element x y z (Å)
C: -2.24442 1.20343 0.23955  -0.485
C: -2.87998 -1.05651 0.15887  -0.468
C: 1.89686 0.63881 -0.54690  -0.248
C: 2.98262 0.51374 0.35591  0.104
C: 1.00734 -0.53032 -0.76131  -0.233
C: 3.17537 -0.72422 1.11954  -0.008
N: -1.00688 0.90762 0.19155  -0.184
N: -1.65645 -1.44891 0.22097  -0.132
N: -3.20718 0.28640 0.27275  0.197
N: -2.62953 2.49038 0.11772  0.224
N: -3.87321 -1.89593 -0.05129  0.225
S: -0.40560 -0.47312 0.56777  1.122
H: 1.25459 1.43954 -0.23611  0.132
H: 2.35301 1.10172 -1.51884  0.220
H: 3.87329 1.26459 0.52630  0.209
H: 3.55439 -1.26941 0.28867  0.131
H: 0.51432 -0.28293 -1.69194  0.109
H: 1.60424 -1.47958 -0.75418  0.125
H: 2.26044 -1.24851 1.44892  0.107
H: 3.97393 -0.67689 1.91950  0.146
H: -4.13346 0.59883 0.28652  0.157
H: -2.07214 3.13399 0.62897  0.126
H: -3.61732 2.67951 0.14290  0.130
H: -3.72385 -2.82487 0.34584  0.155
H: -4.81715 -1.57112 0.11231  0.139

***

# C6H13NO

One molecule with the formula C6H13NO in a non-equilibrium geometry (ωB97M-V/def2-TZVPD, the OMol25 dataset).

M (u): 115.2
Frontier orbital gap (eV): 9.8
SMILES: CCCC(=O)N(C)C
Multiplicity: 1

Last column: Löwdin charge in e.
Element x y z (Å)
C: 1.48175 2.21899 -1.28732  -0.131
C: 1.13883 0.82954 -1.77052  -0.228
C: -0.19833 0.11139 -1.31506  -0.088
C: -0.32862 0.17030 0.24136  -0.462
O: -0.14628 1.20067 0.85038  0.049
N: -0.77999 -0.95913 0.90301  -0.163
C: -1.14252 -2.26633 0.29212  -0.046
C: -0.26870 -1.05098 2.29949  -0.045
H: 1.53078 2.45863 -0.21301  0.064
H: 2.56004 2.39523 -1.32761  0.068
H: 0.84899 3.00317 -1.70496  0.078
H: 1.94086 0.13231 -1.60726  0.097
H: 0.94708 0.92533 -2.84507  0.100
H: -1.07251 0.68994 -1.62592  0.120
H: -0.21812 -0.85917 -1.77813  0.083
H: -0.34228 -2.63612 -0.35796  0.081
H: -1.51279 -2.90372 1.06806  0.078
H: -1.82813 -1.92736 -0.50732  0.089
H: -1.17896 -1.30693 2.84802  0.087
H: 0.41099 -1.96726 2.27744  0.098
H: 0.43027 -0.33103 2.66228  0.072

***

For the records above, the corresponding ΔE to the lowest compared entry with this formula, charge and spin values read 0.0 506.1 467.2 381.0 232.3 370.4 475.3 0.0 933.8 59.7 192.5 kJ/mol.